# 1
Density functional theory data (wB97M-V/def2-TZVPD) for a structure of composition C26H62NiO30 in a non-equilibrium geometry.

CARTESIAN COORDINATES (ANGSTROEM)
H1 16.38231 9.43561 12.81864
H2 23.42271 7.86964 24.41144
C1 17.43462 6.03170 18.94489
O1 18.23518 9.25313 19.71396
O2 14.04160 13.59100 20.31105
H3 17.28123 14.68294 18.45641
C2 22.49053 8.40040 24.35830
O3 22.62264 9.46097 23.44650
H4 16.38460 6.18863 19.24203
H5 13.14123 8.10861 18.72887
H6 15.42456 10.12693 7.84755
O4 12.63172 12.41525 16.61453
H7 16.18292 11.02730 12.41242
O5 17.89692 9.97890 15.00840
O6 17.52614 12.13672 16.65644
H8 16.31925 13.80804 16.64284
H9 21.07171 12.60244 15.72864
C3 21.04296 11.32299 20.89886
O7 14.43713 8.95437 17.34764
H10 12.36735 16.56326 17.22160
O8 17.94432 15.30917 18.14224
H11 19.92958 13.05432 17.22717
H12 17.06483 7.82650 22.88157
H13 21.84192 7.58396 24.11674
C4 12.67670 15.91762 16.42677
H14 18.95878 15.30084 19.95813
O9 19.76566 10.23840 17.37925
H15 19.75565 16.21224 18.60111
H16 14.30028 8.73151 7.54146
C5 15.61655 10.17673 12.66323
H17 15.59514 12.33093 17.35302
H18 19.03922 14.82783 16.40155
C6 21.23652 8.44295 18.33758
H19 14.96660 10.32391 13.50123
Ni1 17.83489 10.59636 18.14460
C7 13.34870 12.37819 20.48760
H20 13.85794 11.81049 21.23630
H21 12.60123 11.20893 14.92434
C8 14.06001 7.84688 18.14556
H22 21.64164 11.33961 19.99136
C9 17.51560 8.45974 22.06287
H23 20.36914 12.31484 13.45050
O10 16.55805 9.66178 10.32397
H24 11.96217 16.00154 15.64051
O11 18.27422 12.16495 19.35625
H25 17.78804 5.21782 19.58077
H26 21.61470 13.65620 17.12964
H27 20.05168 9.04958 9.78857
O12 16.28180 11.49121 19.20465
C10 20.97482 10.51497 17.53052
O13 14.53657 9.22224 9.49195
H28 20.10775 10.70073 20.82010
C11 21.67881 9.67274 22.53104
C12 18.38522 15.08539 14.70461
H29 13.80172 7.00996 17.50269
C13 12.62461 13.57413 15.96120
C14 19.14281 15.30966 18.90392
H30 17.95872 7.84563 14.34950
H31 20.42159 7.47882 9.07844
H32 21.92690 7.90669 19.02115
O14 20.55880 10.61307 14.53976
O15 22.45296 7.76769 10.08510
O16 21.52412 11.71230 17.53357
O17 17.70798 7.52324 21.03863
O18 12.55833 14.54395 16.90672
O19 17.50589 7.75137 15.15802
O20 19.50103 14.95952 15.58387
H33 18.59699 15.82716 13.88579
C15 17.04337 12.30808 19.68268
C16 20.39888 11.22153 13.27060
O21 16.72073 13.33397 20.45552
H34 19.65031 14.36232 18.74794
C17 19.88797 7.97580 9.88893
H35 21.29507 10.88672 12.68407
H36 19.52198 10.84026 12.83803
H37 22.33288 8.72850 25.34649
H38 21.02107 7.81586 17.49951
H39 20.92754 7.86352 13.54129
C18 20.96832 12.84462 16.82564
H40 11.14817 10.96900 16.10293
C19 21.80634 7.43574 11.06802
H41 15.94597 8.50491 8.24096
H42 19.64779 10.64485 14.92725
H43 18.84458 7.77620 9.88892
H44 12.72050 10.36810 16.56136
H45 13.33870 11.78381 19.61946
H46 13.71085 16.04134 16.09978
H47 21.43707 6.07820 13.77058
H48 14.78385 7.53360 18.85480
C20 15.08010 9.14218 8.18777
H49 18.12116 14.07367 14.45700
C21 15.35020 9.58786 10.44400
H50 16.80726 9.15494 21.71642
H51 20.36983 8.64343 18.92570
C22 21.74605 7.09855 13.50746
C23 16.20152 12.75357 16.57036
O22 20.75296 8.93759 22.31260
C24 18.01476 8.07770 19.89342
O23 21.90484 10.81663 21.95439
O24 21.83511 9.63920 17.94360
O25 17.13921 9.19810 16.89576
H52 15.68879 13.39841 20.42308
H53 15.37701 8.89784 17.25056
O26 14.70099 9.84406 11.58502
H54 17.31933 5.59304 17.92849
O27 18.21346 7.18893 18.94227
C25 17.56219 9.00312 15.72036
C26 12.26642 11.17194 15.96367
O28 22.36884 6.99368 12.20318
H55 13.61428 14.10470 19.61473
O29 12.72472 13.88466 14.77915
H56 17.55292 15.52599 15.13109
O30 20.45236 7.47189 11.10800
H57 15.86861 12.41429 15.58099
H58 17.67518 11.42876 15.99177
H59 22.42581 7.58577 14.21811
H60 12.31078 12.54383 20.74247
H61 18.45133 9.00315 22.31471
H62 20.78627 12.32967 21.19968

Cartesian forces (eV/Å) of the 6 atoms listed first:
H -0.2010 -0.7309 0.1526
H 0.9431 0.1287 -0.1827
C -1.8269 -2.2312 -0.5329
O -0.2796 0.5271 0.2159
O 0.2467 0.6218 -0.0902
H 0.5585 -0.0431 0.4648

Properties
- E_LUMO (spin up / spin down): 0.013 / 0.013 hartree
- Spin multiplicity: 3
- Net charge: 0
- Gap between HOMO and LUMO (spin up / spin down): 9.923 / 10.200 eV
- Energy above the lowest of the compared OMol25 structures with the same formula, charge and spin: 5.09 kcal per mole


# 2
Density functional theory data (wB97M-V/def2-TZVPD) for a cluster of 12 separate species, C26H63Cl6N7O9 in total in a non-equilibrium geometry.

CARTESIAN COORDINATES (ANGSTROEM)
H1 -3.49250 4.05445 0.24719
C1 2.31420 -1.93137 -4.83202
H2 -1.22492 -5.87168 -0.24741
H3 -4.19401 -1.51287 -3.21388
N1 -3.69458 3.42685 1.01228
H4 1.68885 -4.98129 3.22992
H5 0.36371 1.05165 1.07461
C2 -2.09608 -5.59564 1.62976
H6 5.91536 2.27932 1.19070
H7 -2.18034 -3.50245 -1.98025
H8 2.11535 5.56067 -2.26517
H9 -0.25820 1.40285 -0.39447
H10 1.19658 -2.51249 2.86581
C3 0.72717 3.38305 4.76467
O1 1.48446 -2.93242 3.67967
H11 -3.80589 3.52853 -4.32620
Cl1 1.54042 -0.10681 -0.68299
H12 1.50293 4.13023 0.66315
O2 -3.26532 -4.09693 -3.68185
H13 -3.60350 -2.85969 3.51719
N2 1.68090 -2.70710 -5.73164
N3 -2.07489 -5.88026 0.29810
H14 -0.64957 0.42618 5.25003
Cl2 -0.78186 1.63265 -3.30658
H15 -0.50331 -6.03756 3.12429
H16 3.78568 -3.41450 4.76231
H17 2.12615 -3.89667 1.08680
C4 -2.70790 -3.09715 -2.84367
H18 -4.51504 3.64151 1.56080
Cl3 -4.04911 1.19640 -4.14041
H19 -4.64352 -2.70995 -2.16122
O3 -0.42478 5.33647 -1.56114
C5 5.38435 3.17580 1.51078
N4 0.65480 4.20446 0.11975
H20 -2.92272 -6.17708 -0.16362
C6 2.80352 -3.65967 1.90723
H21 -1.28580 -1.36687 -3.17812
H22 0.16618 3.89793 5.54460
H23 5.23053 3.76705 -4.72827
H24 -2.65401 2.76540 -2.11296
H25 -0.17368 3.72012 0.43459
C7 -3.03151 1.97813 2.85851
C8 -2.08645 2.85619 -3.03909
H26 3.68174 -4.28256 1.73746
H27 -0.98703 -4.36815 2.73846
H28 -3.83284 -3.07966 1.02717
Cl4 -5.58643 -1.69042 3.96923
H29 -5.37480 -3.47922 1.64284
H30 0.72495 3.88170 3.79542
H31 -1.46566 -0.91554 -0.58944
O4 3.12941 2.79846 -5.06405
H32 -3.58522 -1.43207 -1.57971
H33 0.56545 -0.70249 -4.99707
N5 3.73040 1.58325 2.22151
H34 5.54365 3.17232 -3.12736
C9 -3.08726 2.71600 -4.21918
Cl5 -0.57001 -1.89569 1.26259
C10 -4.16005 -2.07967 2.99765
C11 1.54378 -0.71392 -4.51662
H35 -1.65571 3.85334 -3.12998
C12 -3.76616 -2.11336 -2.41109
O5 1.02001 1.13989 3.78010
H36 3.36781 2.79097 -1.84140
H37 3.21829 1.20557 -2.70332
C13 3.29338 -4.30001 4.36033
H38 -3.47073 -3.74142 -4.54962
H39 0.80271 -2.45629 -6.16289
O6 3.46307 -2.18319 -4.36348
C14 -4.63152 -2.68202 1.65334
H40 1.74958 3.44018 5.13823
C15 -2.72379 2.83494 1.64021
C16 3.93715 2.77616 1.79523
C17 3.66932 2.76916 -3.99022
H41 2.21141 -3.50967 -6.03914
H42 1.38104 -0.60572 -3.44428
H43 -2.21443 -1.81445 -4.58405
H44 1.93604 2.46107 -2.88379
C18 0.07073 0.52718 0.16510
H45 -1.01010 1.96758 6.03775
H46 2.82890 -4.82819 5.19304
H47 -3.26741 2.57724 3.73802
H48 -3.50930 -1.21339 2.87853
H49 -0.92000 -2.77662 -4.26009
H50 2.02268 6.77348 -1.11464
C19 0.61069 5.12366 -0.85277
H51 3.04714 -2.60147 1.81256
H52 1.97027 0.18866 -4.95430
H53 0.05467 -5.38562 1.66722
H54 4.49258 0.98273 2.50178
C20 2.99803 2.27283 -2.72622
C21 2.21845 -4.03000 3.28161
H55 2.78629 5.17720 -0.73107
O7 3.01329 3.52478 1.58021
O8 -1.54812 2.90649 1.28397
H56 -1.94506 0.04162 0.82365
H57 3.98936 -5.05487 3.99440
Cl6 -5.27472 -1.37628 0.61690
H58 -3.90859 1.39588 2.57601
C22 -1.11571 -0.48080 0.34685
H59 -2.24650 1.24111 3.02778
H60 5.89175 3.71606 2.31000
O9 -3.19834 -5.40339 2.14738
H61 -2.60144 2.77766 -5.19298
C23 1.94416 5.68940 -1.19642
C24 -1.68814 -2.22216 -3.72098
H62 2.78385 1.36707 2.49974
C25 0.34522 1.91647 4.53519
N6 4.93613 3.21861 -3.93289
C26 -0.81289 -5.36223 2.32668
H63 5.45887 3.97043 0.76840
N7 -0.63597 1.43597 5.26475

Cartesian forces (eV/Å) of the 6 atoms listed first:
H 0.0895 -0.0609 0.1508
C 2.7748 -0.2471 0.6881
H -0.1465 -0.2326 0.2492
H 0.6042 0.1120 -0.4184
N -2.1476 1.4034 -0.6076
H -0.6119 0.1032 -0.2455

Properties
- E_LUMO (spin up / spin down): -0.114 / -0.297 hartree
- Spin multiplicity: 2
- Net charge: +1
- Gap between HOMO and LUMO (spin up / spin down): 8.060 / 3.074 eV


Which energy belongs to each record? In order, -4793.3970, -4849.8690 a.u..